{"formula": "C5H7N", "method": "ωB97M-V/def2-TZVPD", "symbols": ["C", "C", "C", "N", "C", "C", "H", "H", "H", "H", "H", "H", "H"], "positions_angstrom": [[-0.31, 1.48, 0.00], [0.28, 0.08, -0.01], [1.70, 0.04, 0.00], [2.84, 0.02, 0.00], [-0.43, -1.03, -0.75], [-0.42, -1.03, 0.75], [0.13, 2.08, -0.80], [-0.11, 1.97, 0.95], [-1.38, 1.43, -0.15], [-1.34, -0.77, -1.26], [0.17, -1.76, -1.26], [-1.32, -0.77, 1.28], [0.20, -1.75, 1.26]], "lumo_ha": 0.0337, "molar_mass_g_mol": 81.12, "smiles": "CC1(C#N)CC1", "largest_force_ev_per_a": 1.02, "de_lowest_kj_mol": 91.8, "gap_ev": 11.440}

=====

{"formula": "C5H7N", "method": "ωB97M-V/def2-TZVPD", "symbols": ["C", "C", "C", "N", "C", "C", "H", "H", "H", "H", "H", "H", "H"], "positions_angstrom": [[1.13, -0.23, -0.89], [0.51, 0.98, -0.72], [-0.55, 1.00, 0.31], [-1.70, 0.15, 0.01], [-0.62, -0.40, 0.81], [0.47, -1.21, 0.08], [1.91, 0.49, -0.43], [0.85, 1.85, -1.27], [-0.71, 1.89, 0.91], [-1.63, -0.17, -0.96], [-0.89, -0.64, 1.84], [1.21, -1.63, 0.76], [0.03, -2.07, -0.45]], "lumo_ha": 0.0321, "molar_mass_g_mol": 81.12, "smiles": "C1=C[C@H]2N[C@H]2C1", "largest_force_ev_per_a": 1.95, "de_lowest_kj_mol": 410.5, "gap_ev": 9.165}

=====

- Which formula does entry 2 have?
  C5H7N